Run A
# C7H10N2O2S

C7H10N2O2S in the gas phase (the ωB97M-V functional and the def2-TZVPD basis, OMol25).

Geometry as XYZ:
```
22
Properties=species:S:1:pos:R:3:nbo_charge:R:1
O 0.486 1.419 -1.800 -0.617
S -1.200 -1.000 1.838 0.543
N 0.897 0.462 1.301 -0.389
C -0.435 -0.427 -3.104 -0.692
H 2.337 0.473 2.655 0.223
H -0.320 -1.517 -2.950 0.243
N -2.259 -1.471 0.670 -0.785
C 1.607 1.684 0.825 -0.440
H 0.175 0.055 -3.981 0.227
O -2.412 -1.615 -1.606 -0.627
H 1.160 -0.985 2.771 0.211
C -0.667 -0.227 -0.649 -0.395
H 1.186 1.776 -0.234 0.301
C -1.790 -1.247 -0.628 0.642
C -0.114 0.315 -1.854 0.560
H 0.553 0.608 3.363 0.207
H -2.910 -2.152 0.735 0.420
H 1.417 2.541 1.477 0.190
H -1.397 -0.205 -3.368 0.253
C -0.168 -0.104 0.766 0.162
H 2.636 1.437 1.088 0.190
C 1.218 0.177 2.684 -0.427
```

As for the SMILES: CC(=O)c1c(N(C)C)s[nH]c1=O. The gap between HOMO and LUMO comes out at 8.74 eV. The calculation puts the LUMO energy at 0.38 eV. For the highest occupied orbital energy, the calculation gives -8.36 eV.



Run B
# C7H10N2O2S

C7H10N2O2S in the gas phase (the ωB97M-V functional and the def2-TZVPD basis, OMol25).

Geometry as XYZ:
```
22
Properties=species:S:1:pos:R:3:nbo_charge:R:1
O -1.169 -1.557 -0.619 -0.543
S -1.278 -0.376 2.191 -0.137
C 1.590 1.824 0.692 -0.051
H 0.314 -2.796 -2.730 0.208
H 2.019 1.010 -1.266 0.265
C -0.189 -0.868 -0.733 0.923
C -0.039 0.306 1.380 0.224
H 2.074 2.833 0.867 0.238
C 1.374 1.039 -0.339 -0.072
H -0.807 -0.175 -4.121 0.218
C 0.309 -1.681 -3.019 -0.079
H 1.184 -1.435 -3.695 0.189
N 0.390 0.128 0.049 -0.461
H -1.701 -1.444 -2.980 0.240
H -1.336 -1.865 -4.718 0.224
C -0.954 -1.239 -3.784 -0.662
O 0.535 -0.706 -1.919 -0.557
H 1.366 2.902 2.958 0.197
H -0.484 2.940 2.690 0.214
N 0.674 1.451 1.687 -0.412
C 0.419 2.197 2.847 -0.408
H 0.381 1.637 3.827 0.245
```

As for the SMILES: CCOC(=O)n1ccn(C)c1=S. The gap between HOMO and LUMO comes out at 8.69 eV. The calculation puts the LUMO energy at 0.69 eV. For the highest occupied orbital energy, the calculation gives -8.01 eV.



Run C
# C7H10N2O2S

C7H10N2O2S in the gas phase (the ωB97M-V functional and the def2-TZVPD basis, OMol25).

Geometry as XYZ:
```
22
Properties=species:S:1:pos:R:3:nbo_charge:R:1
S 1.445 -0.361 1.935 0.397
C 0.458 0.177 3.298 -0.388
N -0.580 0.516 -1.384 -0.178
C 1.850 -0.621 -1.376 -0.627
H -1.205 1.683 0.804 0.226
H -2.755 -1.770 -2.305 0.403
C 0.784 0.481 -0.740 -0.069
H 1.528 -1.607 -1.120 0.234
H 2.922 -0.393 -1.122 0.231
C -1.191 -0.780 -1.487 0.758
C -0.455 1.021 2.814 -0.246
O -0.755 1.271 -2.503 -0.549
C -0.481 1.077 1.308 -0.242
H 1.281 1.461 -0.991 0.228
H -1.254 1.380 3.372 0.212
H 0.661 -0.265 4.294 0.246
H 1.569 -0.542 -2.491 0.195
C 0.571 0.520 0.762 -0.221
N -2.104 -1.013 -2.474 -0.855
H -0.315 0.850 -3.307 0.449
O -0.908 -1.593 -0.700 -0.605
H -2.674 -0.221 -2.921 0.403
```

As for the SMILES: C[C@H](c1cccs1)N(O)C(N)=O. The gap between HOMO and LUMO comes out at 9.29 eV. The calculation puts the LUMO energy at 0.60 eV. For the highest occupied orbital energy, the calculation gives -8.69 eV.



Relative energies, eV: run A 0.666; run B 0.000; run C 0.924.



Run A
# C3H5NOS2

C3H5NOS2 in the gas phase (the ωB97M-V functional and the def2-TZVPD basis, OMol25).

Geometry as XYZ:
```
12
Properties=species:S:1:pos:R:3:nbo_charge:R:1
C 1.257 -1.532 0.165 -0.264
O -0.142 -1.789 -0.401 -0.461
H 1.082 -1.529 1.392 0.228
N 0.040 0.348 0.267 -0.597
H -0.275 2.401 0.839 0.245
H 1.799 -2.346 -0.315 0.238
S -2.478 -0.440 -0.047 -0.242
C -0.753 -0.674 -0.122 0.447
H -0.097 1.878 -1.223 0.228
H -1.715 1.722 -0.201 0.280
S 1.721 0.215 -0.180 0.404
C -0.440 1.748 -0.176 -0.505
```

As for the SMILES: CN1SCOC1=S. The gap between HOMO and LUMO comes out at 8.22 eV. The calculation puts the LUMO energy at -0.05 eV. For the highest occupied orbital energy, the calculation gives -8.27 eV.



Run B
# C3H5NOS2

C3H5NOS2 in the gas phase (the ωB97M-V functional and the def2-TZVPD basis, OMol25).

Geometry as XYZ:
```
12
Properties=species:S:1:pos:R:3:nbo_charge:R:1
H 3.261 -1.858 -0.116 0.486
H -2.510 0.171 -0.858 0.150
H 2.128 1.447 -0.165 0.259
C 0.568 -0.300 0.067 0.099
O 2.686 -0.935 -0.372 -0.582
S -0.210 2.250 0.021 0.123
H -1.002 -0.309 1.763 0.237
N 1.393 -1.351 0.183 -0.058
C 0.900 1.084 -0.046 -0.370
H -0.397 -1.772 1.318 0.296
C -0.805 -0.823 0.740 -0.668
S -2.084 -1.031 -0.322 0.028
```

As for the SMILES: O/N=C(\C=S)CS. The gap between HOMO and LUMO comes out at 7.50 eV. The calculation puts the LUMO energy at -1.49 eV. For the highest occupied orbital energy, the calculation gives -8.99 eV.



Relative energies, eV: run A 0.000; run B 1.623.



Run A
# C3H5NOS2

2 unconnected molecules or ions with the total composition C3H5NOS2 (the ωB97M-V functional and the def2-TZVPD basis, OMol25).

Geometry as XYZ:
```
12
Properties=species:S:1:pos:R:3:nbo_charge:R:1
H 0.984 -1.874 -1.864 0.228
H 0.900 -0.732 0.930 0.227
C 0.868 -1.671 -0.754 -0.660
C 0.860 -0.345 -0.051 -0.305
H -0.076 -2.242 -0.510 0.216
S -0.938 3.759 1.009 0.050
H 1.680 -2.293 -0.337 0.211
H 1.722 0.208 -0.322 0.229
O -2.634 1.984 2.043 -0.462
N -0.243 0.474 -0.277 -0.477
C -1.935 2.769 1.564 0.411
S -1.190 -0.037 -1.433 0.331
```

As for the SMILES: CCN=S.O=C=S. The gap between HOMO and LUMO (alpha / beta) comes out at 7.42 / 7.43 eV. The calculation puts the LUMO energy (alpha / beta) at -1.13 / -1.12 eV. For the highest occupied orbital energy (alpha / beta), the calculation gives -8.55 / -8.55 eV.



Run B
# C3H5NOS2

2 unconnected molecules or ions with the total composition C3H5NOS2 (the ωB97M-V functional and the def2-TZVPD basis, OMol25).

Geometry as XYZ:
```
12
Properties=species:S:1:pos:R:3:nbo_charge:R:1
C 0.502 0.760 0.424 -0.439
H -1.604 -1.056 -2.404 0.123
S -1.454 0.204 -2.839 0.246
H -0.538 0.944 0.213 0.196
S -0.172 -1.497 1.823 0.027
C 1.189 0.732 -2.952 0.859
O 2.246 1.200 -2.961 -0.499
H 1.918 -0.505 1.367 0.220
C 0.890 -0.287 1.130 -0.333
N 0.199 0.065 -2.993 -0.724
H -1.313 -0.981 1.356 0.116
H 1.215 1.457 0.019 0.210
```

As for the SMILES: O=C=NS.C=CS. The gap between HOMO and LUMO comes out at 9.18 eV. The calculation puts the LUMO energy at 0.40 eV. For the highest occupied orbital energy, the calculation gives -8.78 eV.



Relative energies, eV: run A 0.498; run B 0.000.



Run A
# C2H7NO2Si

2 unconnected molecules or ions with the total composition C2H7NO2Si (the ωB97M-V functional and the def2-TZVPD basis, OMol25).

Geometry as XYZ:
```
13
Properties=species:S:1:pos:R:3:nbo_charge:R:1
C 0.639 -0.774 -2.682 -1.226
H -0.792 1.121 3.197 0.210
H 0.761 0.149 3.008 0.202
O 0.055 -0.705 0.250 -1.142
H -0.844 -0.509 2.809 0.213
Si -0.327 -0.312 -1.164 1.847
H 0.027 -1.406 -3.338 0.268
O 0.461 1.913 1.116 -0.383
H -1.465 0.625 -1.260 -0.215
H 0.771 -0.079 -3.503 0.279
N -0.440 1.054 1.310 0.151
C -0.332 0.385 2.634 -0.483
H 1.486 -1.462 -2.379 0.278
```

As for the SMILES: C[SiH]=O.CN=O. The gap between HOMO and LUMO comes out at 8.37 eV. The calculation puts the LUMO energy at -0.04 eV. For the highest occupied orbital energy, the calculation gives -8.41 eV.



Run B
# C2H7NO2Si

C2H7NO2Si in the gas phase (the ωB97M-V functional and the def2-TZVPD basis, OMol25).

Geometry as XYZ:
```
13
Properties=species:S:1:pos:R:3:nbo_charge:R:1
C -0.727 -1.273 1.670 -0.723
H 0.284 -0.544 -1.754 0.433
H -0.926 2.220 -0.489 -0.225
O 0.360 -1.427 -0.485 -0.614
H 1.598 2.278 -0.889 -0.217
Si 0.336 1.555 -0.732 1.592
H -1.155 -2.295 1.255 0.237
N 0.045 0.419 -1.938 -1.332
C -0.015 -0.758 0.478 0.822
H -0.014 -1.487 2.542 0.254
H -1.563 -0.705 2.015 0.241
H 0.357 0.729 -2.787 0.370
O 0.263 0.544 0.621 -0.840
```

As for the SMILES: CC(=O)O[SiH2]N. The gap between HOMO and LUMO comes out at 10.32 eV. The calculation puts the LUMO energy at 0.83 eV. For the highest occupied orbital energy, the calculation gives -9.49 eV.



Relative energies, eV: run A 4.685; run B 0.000.